No. 1
This record from OMol25 describes a single C4H7NS molecule in a non-equilibrium geometry. The level of theory is ωB97M-V with the def2-TZVPD basis set.

SMILES	C1NC[C@H]2S[C@H]12
HOMO	-0.32082	hartree
relative energy (zero: lowest compared OMol25 entry of this formula, charge and spin)	106.3	kcal per mole

```
13
Properties=species:S:1:pos:R:3:forces:R:3
C -0.7958 0.3458 0.9052 -1.981 -3.313 -0.491
N -0.7486 0.8070 -0.4579 -1.273 0.560 -3.092
C 0.3119 -0.0159 -1.1857 1.153 1.533 -1.299
C 0.7931 -0.8662 -0.0786 -3.140 -0.722 -1.720
S 1.8339 -1.1657 1.1938 1.255 0.013 1.772
C 0.6151 0.1534 1.0187 3.404 -2.185 0.520
H -1.3260 -0.6958 0.9397 0.294 2.102 1.005
H -1.0377 1.0464 1.6068 -1.920 1.975 1.502
H -1.6440 0.8389 -1.0259 1.390 -0.143 1.385
H 1.1811 0.5886 -1.5188 -0.912 0.235 -0.558
H -0.1800 -0.5869 -1.9764 0.479 0.157 -0.237
H -0.1242 -1.4469 -0.0497 0.619 -1.368 0.702
H 1.1212 0.9973 0.6289 0.633 1.156 0.511
```
Forces are in eV/Å.


No. 2
This record from OMol25 describes a single C4H7NS molecule in a non-equilibrium geometry. The level of theory is ωB97M-V with the def2-TZVPD basis set.

HOMO (alpha / beta)	-0.32434 / -0.26254	hartree
relative energy (zero: lowest compared OMol25 entry of this formula, charge and spin)	100.0	kcal per mole

```
13
Properties=species:S:1:pos:R:3:forces:R:3
C -0.7797 -0.6673 -1.2418 0.328 -1.892 -1.391
C 0.4194 -1.6896 0.9399 -1.670 0.834 0.774
C 0.1830 -0.2462 1.0268 -0.136 -0.011 -1.304
C -0.0990 1.5254 -0.5949 -1.252 0.948 -0.320
N -0.4610 0.1383 -0.2846 0.643 2.339 0.843
S -0.9550 -0.8354 -2.8729 -0.004 0.660 2.203
H -0.4016 -2.3130 1.2048 -0.127 -0.678 0.016
H 1.3878 -2.0011 0.8455 2.093 -1.210 -0.331
H -0.3888 0.0686 1.8700 -1.226 0.015 0.466
H 1.0757 0.3776 1.1791 0.148 -0.417 -0.715
H 0.9527 1.5426 -0.7085 1.250 0.265 -0.086
H -0.5353 1.8373 -1.5434 -0.115 -0.136 0.092
H -0.3980 2.2629 0.1799 0.070 -0.716 -0.249
```
Forces are in eV/Å.


No. 3
This record from OMol25 describes 2 unconnected molecules or ions with the total composition C4H7NS in a non-equilibrium geometry. The level of theory is ωB97M-V with the def2-TZVPD basis set.

HOMO	-0.37115	hartree
relative energy (zero: lowest compared OMol25 entry of this formula, charge and spin)	99.8	kcal per mole

```
13
Properties=species:S:1:pos:R:3:forces:R:3
C -2.3971 0.6180 0.2986 4.434 -1.509 0.495
C -0.0248 -1.4426 -0.0254 -0.766 1.117 -1.568
C 0.4845 1.1240 -0.2275 2.438 -4.175 -2.659
C -0.1134 -0.0686 0.4692 -1.512 3.400 1.055
N -3.4350 0.9373 -0.0443 -2.044 0.652 -0.534
S 2.3392 1.0456 0.0866 0.164 -1.857 -0.628
H 0.8041 -1.9417 0.4223 1.542 -0.069 -0.410
H -0.7456 -1.9680 0.5259 -1.809 -0.904 0.057
H -0.1734 -1.4499 -1.1711 0.511 -0.488 2.016
H 0.2583 2.0017 0.2308 -1.231 2.636 0.510
H 0.5999 0.9900 -1.3472 -1.441 0.893 1.296
H -0.1788 0.2445 1.5420 0.019 -1.307 -0.816
H 2.5821 -0.0900 -0.7598 -0.304 1.612 1.185
```
Forces are in eV/Å.


No. 4
This record from OMol25 describes a single C4H7NS molecule in a non-equilibrium geometry. The level of theory is ωB97M-V with the def2-TZVPD basis set.

SMILES	NC(=S)C1CC1
HOMO	-0.30708	hartree
relative energy (zero: lowest compared OMol25 entry of this formula, charge and spin)	25.0	kcal per mole

```
13
Properties=species:S:1:pos:R:3:forces:R:3
N -0.0729 -1.1223 1.4270 0.233 0.060 -1.805
C 0.0705 -1.3862 0.0985 -0.782 1.624 0.869
S 0.2107 -2.8513 -0.5830 0.159 -0.535 -0.036
C -0.0146 -0.1263 -0.7320 -0.081 -0.544 -0.504
C 0.7518 1.1623 -0.3386 -1.851 -1.034 -2.586
C -0.7815 1.1221 -0.4056 1.260 0.692 -0.814
H -0.0623 -0.1393 1.6303 -0.051 -0.211 0.940
H 0.0346 -1.8649 2.0775 0.084 -0.146 0.652
H -0.1513 -0.4564 -1.7597 0.660 0.524 -0.014
H 1.2592 1.6355 -1.1633 0.072 0.182 0.016
H 1.3075 1.1105 0.5379 0.563 0.049 1.606
H -1.3331 1.2562 0.4810 -0.576 -0.119 1.028
H -1.2184 1.6602 -1.2699 0.312 -0.543 0.647
```
Forces are in eV/Å.


No. 5
This record from OMol25 describes a single C4H7NS molecule in a non-equilibrium geometry. The level of theory is ωB97M-V with the def2-TZVPD basis set.

SMILES	C1NC[C@@H]2S[C@@H]12
HOMO	-0.33027	hartree
relative energy (zero: lowest compared OMol25 entry of this formula, charge and spin)	105.5	kcal per mole

```
13
Properties=species:S:1:pos:R:3:forces:R:3
C 0.9950 -0.2742 0.8550 -1.432 1.931 0.228
N 0.9828 0.7412 -0.4521 0.294 1.932 2.647
C -0.4230 0.7840 -0.9336 2.195 -3.313 -3.869
C -0.7492 -0.6298 -0.6373 -0.878 -2.619 2.159
S -1.6572 -1.9441 0.5437 0.553 1.433 -0.837
C -0.4520 -0.6310 0.8174 -0.871 0.648 0.212
H 1.2225 0.1445 1.9057 0.553 -0.554 -2.110
H 1.4409 -1.1209 0.4535 2.189 -1.267 0.104
H 1.1677 1.7659 -0.1765 0.179 -2.139 -0.173
H -0.4097 0.8850 -2.0225 0.164 0.534 0.033
H -1.0422 1.4375 -0.5315 -2.764 3.132 2.058
H -0.1033 -1.3722 -1.0765 0.226 0.366 -0.750
H -0.9722 0.2143 1.2547 -0.409 -0.085 0.295
```
Forces are in eV/Å.


No. 6
This record from OMol25 describes a single C4H7NS2 molecule in a non-equilibrium geometry. The level of theory is ωB97M-V with the def2-TZVPD basis set.

HOMO (alpha / beta)	-0.31075 / -0.27302	hartree
relative energy (zero: lowest compared OMol25 entry of this formula, charge and spin)	62.6	kcal per mole

```
14
Properties=species:S:1:pos:R:3:forces:R:3
C 1.4657 0.3252 1.9666 -1.472 -0.629 1.429
C 0.3769 0.8196 -0.4540 0.280 0.024 0.292
C -0.4478 -0.4613 -0.4237 -0.034 -0.186 0.364
C -1.2551 -0.5686 -1.7130 -0.070 -0.100 0.134
N 1.8011 0.1904 3.1209 0.416 0.286 -0.437
S 1.9836 0.6856 0.4563 0.109 0.323 -1.436
S -1.5177 -0.4585 1.0411 0.897 0.199 0.144
H 0.6714 1.0845 -1.4688 0.174 0.034 -0.076
H -0.1782 1.6439 -0.0060 0.075 -0.004 -0.115
H 0.2055 -1.3332 -0.3295 0.046 0.136 -0.201
H -1.8740 -1.4625 -1.6853 -0.075 0.011 -0.068
H -0.5845 -0.6375 -2.5697 0.026 0.008 -0.069
H -1.8978 0.3012 -1.8323 -0.099 0.048 -0.043
H 1.2511 -0.1287 3.8975 -0.273 -0.150 0.082
```
Forces are in eV/Å.


No. 7
This record from OMol25 describes a single C4H7NS2 molecule in a non-equilibrium geometry. The level of theory is ωB97M-V with the def2-TZVPD basis set.

SMILES	C=C1CS[S@@H](=C)=N1
HOMO (alpha / beta)	-0.31031 / -0.31033	hartree
relative energy (zero: lowest compared OMol25 entry of this formula, charge and spin)	149.5	kcal per mole

```
14
Properties=species:S:1:pos:R:3:forces:R:3
C -2.2217 0.8987 0.5457 2.380 0.504 -0.499
C -1.2717 0.1891 -0.0546 3.883 2.196 -1.290
C -1.1657 -1.1771 -0.6413 -0.229 -0.914 -0.311
S 0.3852 -1.9779 0.0337 -0.393 0.347 -0.257
S 1.3209 0.0260 0.1769 -1.420 2.106 1.616
C 2.8516 0.5250 -0.0743 2.517 -1.391 0.688
N 0.2411 0.9976 -0.4415 -2.866 -2.330 0.640
H -1.9346 1.9547 0.8300 -0.946 -1.443 -0.207
H -3.1279 0.3666 0.6895 -1.016 0.230 0.427
H -2.0514 -1.8230 -0.2370 1.490 0.950 -1.353
H -0.9461 -1.1115 -1.7885 -1.172 -0.262 2.154
H 1.0359 0.1558 1.5650 1.116 -0.769 -1.020
H 3.7860 -0.0521 0.4188 -2.739 1.297 -0.972
H 3.0982 1.0281 -1.0226 -0.604 -0.523 0.385
```
Forces are in eV/Å.


No. 8
This record from OMol25 describes a single C4H7NS3 molecule in a non-equilibrium geometry. The level of theory is ωB97M-V with the def2-TZVPD basis set.

HOMO	-0.32228	hartree
relative energy (zero: lowest compared OMol25 entry of this formula, charge and spin)	41.7	kcal per mole

```
15
Properties=species:S:1:pos:R:3:forces:R:3
C 2.0663 -2.0595 2.4051 -2.610 -0.163 2.017
C -0.1617 -0.6201 1.4565 0.104 0.655 -0.686
C -0.4016 0.9883 -2.2918 -1.908 -0.041 1.831
C -1.6108 2.0367 -2.3299 1.818 0.864 -1.580
H 2.2985 -1.3435 3.2213 0.767 -0.260 -0.899
H 1.2024 -2.5722 2.9167 0.738 -0.026 -0.633
H 2.7720 -2.8197 2.0995 0.428 0.322 0.055
H 0.0601 0.6926 -3.2833 -0.040 0.427 1.558
H -1.3662 2.8542 -3.2320 -0.879 -2.171 2.477
H -2.5717 1.4883 -2.5559 0.966 0.736 0.291
H -1.6407 2.5779 -1.3243 -0.165 -0.691 -1.470
N -0.1180 0.3500 -1.1843 0.144 0.226 -2.346
S 1.3639 -1.2897 0.9647 -0.009 0.588 -1.135
S -0.8518 -0.7416 2.9202 -0.103 0.056 -0.153
S -1.0408 0.4584 0.2174 0.749 -0.521 0.673
```
Forces are in eV/Å.


No. 9
This record from OMol25 describes a molecular structure, C4H7NaO2 in a non-equilibrium geometry. The level of theory is ωB97M-V with the def2-TZVPD basis set.

⟨S²⟩	1.112
2S+1	2
net charge	+1
HOMO (alpha / beta)	-0.43993 / -0.43197	hartree
relative energy (zero: lowest compared OMol25 entry of this formula, charge and spin)	86.2	kcal per mole

```
14
Properties=species:S:1:pos:R:3:forces:R:3
H 0.0933 0.2015 -1.5631 0.772 0.354 -0.536
O 0.0914 -0.0186 0.2457 -1.031 0.230 2.647
C 0.9451 0.7689 -0.4492 -0.586 0.441 -1.812
Na 0.0550 3.0635 0.3034 0.107 -0.106 -0.213
O 2.2168 0.5103 -0.2150 0.119 -0.256 -0.279
C 2.7164 -0.2954 0.7148 0.008 -0.148 0.397
H 2.0661 -0.7531 1.4561 0.098 0.085 -0.324
H 3.8015 -0.3008 0.7633 -0.359 0.016 -0.066
C -1.0911 0.0412 -0.5411 0.080 -1.084 -0.277
H -1.4677 0.8510 -1.1768 0.661 0.851 1.041
C -2.1471 -0.8556 0.0074 -0.153 -0.179 -0.430
H -2.0809 -1.8609 -0.4388 -0.152 0.204 0.295
H -2.0691 -0.9356 1.1009 0.236 -0.076 -0.306
H -3.1297 -0.4165 -0.2076 0.201 -0.332 -0.136
```
Forces are in eV/Å.


No. 10
This record from OMol25 describes a molecular structure, C4H7NdO2 in a non-equilibrium geometry. The level of theory is ωB97M-V with the def2-TZVPD basis set.

⟨S²⟩	6.005
2S+1	5
net charge	+1
HOMO (alpha / beta)	-0.37533 / -0.37665	hartree
relative energy (zero: lowest compared OMol25 entry of this formula, charge and spin)	48.0	kcal per mole

```
14
Properties=species:S:1:pos:R:3:forces:R:3
O 0.1856 -0.6477 2.1162 -3.030 1.072 2.268
C 1.0578 -1.1203 1.2924 -0.571 -0.780 -3.877
C 1.5660 -0.4615 0.1819 1.797 -0.704 2.428
H 2.0566 -1.0477 -0.5986 0.070 0.050 0.436
H 1.0139 -2.2231 1.2088 0.351 0.121 0.175
H 2.0487 0.4979 0.3904 -0.718 0.395 -0.484
Nd -2.4211 -0.5014 2.3810 3.431 0.073 -0.948
C -0.8709 1.2682 -1.2528 -0.557 -0.992 3.409
C -0.8921 -0.0930 -0.9515 -2.822 -0.334 -1.740
O -0.1918 2.2694 -0.6175 0.240 -0.582 -1.514
H -1.8078 1.6796 -1.6542 0.636 -0.029 -0.094
H -0.5234 -1.1219 -0.9730 1.908 1.280 0.866
H -1.8651 -0.4700 -1.2986 -0.619 0.851 -0.843
H 0.6436 1.9715 -0.2245 -0.116 -0.423 -0.084
```
Forces are in eV/Å.


No. 11
This record from OMol25 describes a molecular structure, C4H7NiO2 in a non-equilibrium geometry. The level of theory is ωB97M-V with the def2-TZVPD basis set.

⟨S²⟩	2.012
2S+1	3
net charge	+1
HOMO (alpha / beta)	-0.50386 / -0.48949	hartree
relative energy (zero: lowest compared OMol25 entry of this formula, charge and spin)	52.3	kcal per mole

```
14
Properties=species:S:1:pos:R:3:forces:R:3
C -0.9346 -0.0279 -0.4799 2.579 0.886 0.766
C -0.4890 -0.4657 0.8622 -0.659 0.107 -0.634
C 0.5708 0.4586 0.2704 -0.202 0.225 0.335
C 1.7610 -0.1029 -0.2111 -0.088 0.263 -0.689
O 2.8412 0.5219 -0.4272 -1.798 -3.276 -0.130
Ni 3.6129 2.0375 -0.2079 1.408 2.873 0.338
H -1.4665 0.9324 -0.5660 0.254 -0.866 -0.211
H -0.6565 -0.6220 -1.3549 -0.598 0.325 0.391
H -0.1984 -1.5146 0.9620 -0.158 0.382 0.122
H -1.0168 -0.0177 1.7085 0.274 -0.352 -0.168
H 0.6000 1.4967 0.6095 -0.064 -0.344 -0.170
H 1.7474 -1.1668 -0.5039 0.115 0.210 0.157
O -2.9174 -1.0091 -0.6456 -0.451 -0.686 -0.592
H -3.4541 -0.5203 -0.0161 -0.612 0.252 0.485
```
Forces are in eV/Å.


No. 12
This record from OMol25 describes a gas-phase ion, C4H7O (charge +1) in a non-equilibrium geometry. The level of theory is ωB97M-V with the def2-TZVPD basis set.

net charge	+1
HOMO	-0.58215	hartree
relative energy (zero: lowest compared OMol25 entry of this formula, charge and spin)	6.1	kcal per mole

```
12
Properties=species:S:1:pos:R:3:forces:R:3
C -1.1072 1.0612 -0.5514 -0.815 -0.147 -0.615
C 0.2656 0.7553 -0.4233 -1.023 -1.300 1.489
C -2.0468 0.1455 -0.2501 -0.446 -0.167 0.340
C 1.7450 -1.0548 0.6890 1.342 0.076 -0.992
O 0.5843 -0.2518 0.2627 -0.860 -0.131 0.601
H -1.3620 2.0136 -1.0216 0.060 -0.216 0.394
H 0.9071 1.4609 -0.8161 2.272 1.046 -0.874
H -3.1062 0.4297 -0.2821 0.453 -0.307 -0.184
H -1.7990 -0.8898 0.0552 -0.152 0.852 -0.120
H 2.5443 -0.8635 -0.1638 -1.454 -1.090 2.017
H 2.1407 -0.7238 1.7120 -0.838 -0.144 -1.600
H 1.2343 -2.0825 0.7896 1.462 1.528 -0.458
```
Forces are in eV/Å.


- The lowest relative energy (zero: lowest compared OMol25 entry of this formula, charge and spin) belongs to which entry?
  C4H7O


- Look up the relative energy (zero: lowest compared OMol25 entry of this formula, charge and spin) of the third one.
  99.8 kcal per mole


- The highest relative energy (zero: lowest compared OMol25 entry of this formula, charge and spin) belongs to which entry?
  number 7